122
Properties=species:S:1:pos:R:3:forces:R:3 method="wB97M-V/def2-TZVPD" total_charge=-1 total_energy_ev=-142242.0144 spin_multiplicity=1 lumo_ev=2.04 e_homo_ha=-0.177
Ba 0.7633 -0.0888 0.0944 -0.71 -1.64 -1.66
S 0.2233 -0.6568 -3.1419 1.09 0.24 -0.61
C -1.3828 -1.0561 -2.9699 -0.88 -0.09 -0.65
N -1.9756 -1.3759 -1.8650 0.58 -0.06 0.44
C -3.2936 -1.6589 -2.0132 -0.84 -0.11 -0.60
C -4.1605 -2.0434 -0.9939 0.13 0.04 -0.07
C -5.4788 -2.3114 -1.3031 -0.13 -0.03 0.13
C -5.9596 -2.1733 -2.6007 -0.16 -0.05 -0.12
C -5.1182 -1.7835 -3.6300 -0.07 0.00 0.06
C -3.7919 -1.5412 -3.3321 0.19 0.09 -0.05
S -2.5057 -1.0602 -4.4049 0.23 -0.08 0.71
H -3.7833 -2.1135 0.0146 0.05 -0.04 0.13
H -6.1499 -2.6337 -0.5194 -0.08 0.03 0.06
H -7.0015 -2.3690 -2.8107 -0.08 -0.03 0.00
H -5.4825 -1.6636 -4.6406 -0.08 -0.04 -0.05
N -1.4225 1.2600 -0.8077 -0.57 0.30 -0.44
N -2.1883 2.2453 -0.1887 -0.63 0.21 0.09
C -1.6918 3.0836 0.7269 0.03 0.13 -0.19
N -2.6273 3.8368 1.3723 -0.26 -0.16 -0.03
S -0.0755 3.3680 0.9853 0.41 -0.11 0.54
H -1.4148 1.4042 -1.8185 -0.10 0.08 0.32
H -1.8502 0.3445 -0.6580 -0.13 0.09 0.08
H -3.1852 2.0632 -0.1049 0.25 -0.07 -0.14
H -3.5032 3.3657 1.5545 -0.04 0.06 0.07
H -2.2643 4.3677 2.1483 0.04 -0.12 -0.07
S 3.8675 -3.8974 1.3270 0.83 -1.28 0.47
C 3.2285 -2.5049 0.8737 -0.32 1.25 -0.28
N 2.7305 -1.4916 0.5612 1.72 -0.91 0.35
O -1.2755 -0.8599 1.0767 -1.62 -0.68 0.84
H -1.3759 -1.6671 1.5807 -0.02 -0.32 -0.06
H -2.0237 -0.2767 1.3978 -0.57 0.36 0.34
C -5.2511 2.1346 3.3549 0.28 -0.33 -0.35
Si -4.6789 0.8352 2.0512 -1.88 0.18 0.13
C -5.6867 -0.7290 2.4871 0.34 0.35 -0.09
C -5.4670 1.4578 0.4027 0.37 -0.14 0.41
O -3.1347 0.6564 1.9824 1.08 -0.17 -0.09
H -6.3110 2.3662 3.2762 -0.19 -0.02 -0.07
H -4.7046 3.0734 3.2746 0.08 0.15 0.01
H -5.0706 1.7497 4.3553 0.06 -0.07 0.22
H -6.7251 -0.4971 2.7068 -0.23 0.11 0.02
H -5.2700 -1.2297 3.3567 0.12 -0.07 0.21
H -5.6758 -1.4404 1.6682 0.03 -0.17 -0.24
H -6.5491 1.3795 0.4543 -0.25 0.01 0.03
H -5.1424 0.8468 -0.4393 0.06 -0.12 -0.15
H -5.2352 2.5008 0.1749 -0.01 0.15 -0.04
S 1.0096 -7.5246 -0.4990 0.24 0.24 0.11
C 0.7704 -5.7566 -0.3192 -0.15 -0.34 0.02
C 0.8247 -5.1619 0.9284 -0.19 0.07 -0.06
C 0.6224 -3.7924 0.9993 -0.11 -0.28 0.12
N 0.3850 -3.0331 -0.0562 -0.16 0.14 0.17
C 0.3435 -3.6128 -1.2419 -0.10 -0.30 -0.50
C 0.5231 -4.9741 -1.4322 0.05 0.09 0.15
C 2.7978 -7.5056 -0.3522 -0.47 -0.18 -0.12
C 3.5757 -7.4463 -1.4956 0.16 0.00 0.12
C 4.9523 -7.4612 -1.3420 -0.14 0.03 -0.31
N 5.5530 -7.5316 -0.1680 0.62 -0.01 0.05
C 4.7995 -7.5756 0.9151 -0.21 -0.02 0.28
C 3.4135 -7.5731 0.8841 0.17 0.00 -0.09
H 1.0365 -5.7412 1.8124 0.00 -0.01 0.10
H 0.6754 -3.2759 1.9478 0.07 0.00 0.20
H 0.1666 -2.9615 -2.0823 -0.02 0.06 -0.14
H 0.4776 -5.4064 -2.4186 0.00 -0.03 -0.11
H 3.1216 -7.3908 -2.4708 -0.06 0.02 -0.12
H 5.6070 -7.4179 -2.2033 -0.02 0.01 -0.11
H 5.3319 -7.6206 1.8559 -0.03 0.01 0.13
H 2.8374 -7.6224 1.7925 -0.08 0.01 0.12
C 3.6876 0.6354 2.8421 0.03 -0.05 -0.22
N 2.7082 0.3675 3.8682 0.12 -0.01 -0.08
C 3.2385 0.0013 5.1610 -0.07 0.04 0.29
C 2.1959 0.2643 6.2347 0.03 -0.22 -0.22
C 0.9404 -0.4993 5.8489 0.28 0.09 0.24
N 0.5311 -0.1319 4.5134 -0.08 -0.06 0.11
C -0.8772 -0.2803 4.2228 -0.09 0.13 -0.31
C 1.4053 0.1824 3.5180 -0.05 0.14 0.59
O 1.0213 0.3519 2.3590 0.35 0.55 2.11
H 4.3127 1.4770 3.1490 0.03 0.03 -0.01
H 3.1635 0.8757 1.9222 0.19 -0.01 0.02
H 4.3159 -0.2405 2.6619 0.01 0.03 -0.06
H 4.1333 0.6060 5.3357 -0.03 -0.08 -0.01
H 3.5372 -1.0572 5.1676 0.06 0.09 0.02
H 1.9728 1.3314 6.2644 0.00 0.05 0.06
H 2.5586 -0.0502 7.2127 0.01 -0.02 0.02
H 0.1216 -0.2553 6.5319 0.03 -0.06 -0.08
H 1.1239 -1.5823 5.9148 -0.06 0.07 0.05
H -1.4664 0.2657 4.9620 0.02 -0.01 0.02
H -1.1738 -1.3336 4.2491 -0.05 -0.02 -0.03
H -1.0865 0.1353 3.2418 -0.13 -0.06 0.13
O 1.7527 1.6212 -1.0432 1.48 1.04 -0.85
P 1.7090 2.9527 -1.6654 0.02 2.17 -1.33
C 0.1048 3.5112 -2.3297 0.38 -0.13 0.08
C -0.5946 4.6154 -1.8687 0.05 0.14 0.04
C -1.7996 4.9631 -2.4522 -0.02 0.16 -0.05
C -2.3168 4.2044 -3.4898 -0.04 -0.01 0.01
C -1.6267 3.0924 -3.9474 -0.07 -0.04 -0.05
C -0.4111 2.7567 -3.3776 0.25 0.12 -0.14
C 2.7332 2.9319 -3.1826 -0.13 -0.18 0.42
C 3.2394 4.0672 -3.8018 -0.05 0.00 0.09
C 3.9695 3.9509 -4.9701 -0.01 0.18 -0.04
C 4.1923 2.7057 -5.5326 0.00 -0.07 -0.06
C 3.6961 1.5719 -4.9131 0.02 -0.04 -0.12
C 2.9739 1.6834 -3.7395 -0.02 -0.07 0.10
C 2.4171 4.2786 -0.6453 -0.13 -0.33 -0.19
C 2.3372 5.6282 -0.9656 -0.04 -0.04 -0.07
C 2.9212 6.5698 -0.1372 0.00 0.13 -0.06
C 3.5955 6.1723 1.0046 -0.01 0.05 0.04
C 3.6800 4.8265 1.3216 0.09 0.00 0.08
C 3.0937 3.8834 0.4995 0.01 -0.07 -0.01
H -0.2150 5.1811 -1.0329 -0.04 0.08 0.03
H -2.3306 5.8329 -2.0901 -0.07 0.00 0.02
H -3.2595 4.4782 -3.9405 -0.10 0.01 -0.03
H -2.0328 2.4824 -4.7414 -0.02 -0.05 -0.06
H 0.1373 1.8891 -3.7190 -0.10 -0.08 -0.15
H 3.0755 5.0403 -3.3654 0.01 0.10 -0.03
H 4.3567 4.8393 -5.4476 0.05 0.07 -0.04
H 4.7459 2.6242 -6.4565 0.08 -0.03 -0.07
H 3.8576 0.5965 -5.3428 0.05 -0.13 -0.07
H 2.5910 0.8014 -3.2473 -0.01 -0.07 0.01
H 1.8038 5.9472 -1.8496 -0.04 0.06 -0.02
H 2.8403 7.6188 -0.3848 0.01 0.07 0.00
H 4.0415 6.9158 1.6499 0.04 0.02 0.06
H 4.1967 4.5114 2.2156 0.05 -0.03 0.09
H 3.1249 2.8323 0.7443 0.05 -0.08 0.07